Record 1
Below is a single C20H27NO molecule, with properties calculated with wB97M-V/def2-TZVPD.

Element x y z (Å)
H -2.11252 -1.75302 -0.96466
C 1.82975 0.94520 -2.37311
C 2.13844 -0.70134 -4.18911
C -0.26963 -1.01884 6.26481
H -0.23412 -2.08080 6.03121
H 0.80197 1.28458 -5.45689
H 0.31143 -1.66285 -4.87898
C 1.18695 2.10812 -1.68229
C 0.15654 -0.11826 3.34755
H -0.46941 3.46012 -1.98054
H 1.63247 -2.79277 -4.49454
H -0.87508 1.74983 -2.17688
C -0.11245 2.50631 -2.37391
H 2.61121 0.44095 -1.81536
H 2.45395 -0.51523 -5.21747
H 0.90164 0.38406 3.94662
C -1.72511 -1.39734 1.77919
C -0.22788 -1.15726 -0.21596
H -0.44177 0.59301 -4.41764
H -2.46685 -1.90579 1.18301
H -0.76549 2.98302 -4.37933
N 0.53945 -2.04459 -2.88721
H -2.89287 -1.52984 3.55503
H 1.16833 -2.22188 -2.12028
H 3.01819 -0.98822 -3.60729
C -1.36342 1.18107 5.70818
C 1.13303 -1.86751 -4.19022
H -0.39942 1.64802 5.52217
C -1.31321 -0.31592 5.39378
C -1.03274 -0.54308 3.93005
C 1.51401 0.53162 -3.59362
C -0.71699 -1.61622 -2.60644
H 0.71928 -0.59820 6.10068
C -0.53404 -0.96947 1.19158
O -1.51748 -1.30998 -3.47288
C -1.96333 -1.18703 3.12217
H -1.62449 1.33707 6.75255
H 1.33583 0.00777 1.57734
C 0.46083 1.21122 -4.42065
C 0.12243 2.59582 -3.87679
H 1.88371 2.95433 -1.68040
H 0.78636 -0.88956 -0.48981
H 0.94960 3.28278 -4.07222
H -0.52022 -0.90380 7.31702
C -1.06944 -1.56448 -1.17039
C 0.40309 -0.33107 2.00751
H -2.10854 1.67370 5.08725
H 0.99256 1.85149 -0.63673
H -2.29453 -0.74575 5.62393

Values from the calculation:
Total energy = -908.30737 Eh
Energy above the lowest of the compared OMol25 structures with the same formula, charge and spin = 0.0 kcal per mole
Orbital gap = 0.3269 hartree
LUMO energy = 0.3 eV
Net charge = 0
SMILES string = CC(C)c1ccc(/C=C/C(=O)NCCC2=CCCCC2)cc1

Record 2
Below is a single C20H27NO3 molecule, with properties calculated with wB97M-V/def2-TZVPD.

Element x y z (Å)
H 4.34272 -3.56683 3.79144
C 1.09093 -1.23384 3.26140
H -1.75401 1.47080 2.58069
C -1.03574 1.92426 -2.64902
H 0.54596 -3.80426 1.16214
C -1.63058 2.08629 -5.38903
H -0.96110 0.91079 -0.90893
H 2.58784 -4.71614 1.63023
H -1.77992 3.41219 -0.48328
H 0.14967 0.66823 3.17297
C 0.47246 -2.83222 1.62096
C -0.58657 2.45483 1.04124
C 1.24268 -2.51080 2.73343
O -1.93482 2.05240 -6.72641
C -1.08281 3.15253 -3.30203
H 3.67035 -1.94301 3.90800
O -1.47578 0.15696 1.00076
C 2.21810 -3.48173 3.38024
H -2.23563 3.01072 -8.45263
C 1.78770 -3.72663 4.83350
H -2.76134 3.93287 -7.02289
H -2.65385 1.76555 1.07598
H 3.92885 -2.67307 2.32539
C -1.68426 1.46159 1.48598
C 0.21482 -0.30921 2.72143
H 1.79310 -2.80494 5.40859
C -1.37578 3.23434 -4.65450
H 2.97838 -5.48478 3.16454
C 2.26614 -4.83308 2.66239
C 3.62786 -2.87479 3.35121
H 0.38919 1.96420 1.12289
C -0.79630 2.91112 -0.40741
H -1.40153 4.20916 -5.11631
H -1.78573 -0.03811 -5.31855
C -0.55327 -0.65177 1.61735
C -1.29578 0.77255 -3.39984
H -1.02226 3.78778 -7.40607
H 2.46511 -4.43089 5.31189
H -0.88544 4.06517 -2.76190
O -0.52907 3.55458 1.91757
H -1.00629 -2.18644 0.21186
H 1.66877 -0.93223 4.12187
H 0.78190 -4.14054 4.86256
N -0.69112 1.79634 -1.31559
C -1.98721 3.26915 -7.42408
C -1.58456 0.85091 -4.74193
C -0.40903 -1.92329 1.07116
H -1.26635 -0.19049 -2.91060
H 1.29449 -5.32104 2.68095
H -0.02313 3.65048 -0.64915
H -1.32780 4.08434 1.80953

Values from the calculation:
Total energy = -1058.75863 Eh
Energy above the lowest of the compared OMol25 structures with the same formula, charge and spin = 10.8 kcal per mole
Orbital gap = 0.2938 hartree
LUMO energy = 0.7 eV
Net charge = 0
SMILES string = COc1ccc(NC[C@@H](O)COc2ccc(C(C)(C)C)cc2)cc1

Record 3
Below is a 2-piece molecular cluster, C20H27NO3 overall, with properties calculated with wB97M-V/def2-TZVPD.

Element x y z (Å)
C -2.21419 -0.54834 3.01376
H -1.41546 1.37651 3.58274
C -0.86790 -0.06355 5.09977
H -0.64080 0.68980 5.86371
C -3.96114 -2.80071 -1.01228
C 2.03036 2.72176 -2.63599
N 1.67503 2.13762 -1.33168
H 0.65885 0.76208 -0.20534
H 0.98312 0.41104 4.11961
C 0.41879 -0.48822 4.41509
H 0.93794 4.56144 -2.78407
H 1.05005 -1.04236 5.12102
O -0.42149 -2.88135 0.79312
O 1.17498 -2.00041 2.72744
H 1.44670 -3.05332 -4.73347
H 3.25215 -1.32331 -4.66126
H -4.07202 -1.80574 -1.45434
H 0.67051 3.17349 0.21617
C -1.25220 -2.14067 1.29891
C 1.66962 3.13762 -0.24335
H 3.04277 4.75114 -0.64423
C 0.32392 -1.18363 -2.11311
C -2.63972 -2.97475 -0.31898
C 1.21327 0.91893 -1.14060
C 0.36514 -2.20263 -3.05898
H -2.55320 -3.98877 0.09338
C 0.22795 -1.33685 3.13072
C 2.43025 -1.29110 -3.94491
C 2.40428 -0.27580 -2.99186
H -0.41996 -2.96183 -3.07225
H -0.46933 -1.14405 -1.36676
H -1.31210 -0.92789 5.61026
H -1.82703 -2.82981 -1.04083
C -1.86044 0.50449 4.08333
C 2.02120 4.46930 -0.91413
C -1.06084 -1.28062 2.47658
H -3.98761 -3.52690 -1.82717
H 2.69177 4.77359 -2.98076
H -2.75422 -0.05899 2.18648
C 1.31708 -0.16867 -2.08630
H 1.38690 2.36324 -3.45291
H -4.80641 -3.01725 -0.35341
H 3.22302 0.44289 -2.93108
H -2.77993 0.83012 4.58569
H 1.33933 5.25166 -0.57618
H 3.07090 2.48179 -2.90774
C 1.91962 4.23845 -2.42517
C 1.41518 -2.25704 -3.98841
H 2.38644 2.88047 0.55256
H -2.92781 -1.26721 3.46605
O -2.50334 -2.03571 0.76114

Values from the calculation:
Total energy = -1058.67396 Eh
Energy above the lowest of the compared OMol25 structures with the same formula, charge and spin = 64.0 kcal per mole
Orbital gap = 0.1166 hartree
LUMO energy = -2.1 eV
Net charge = 0

Record 4
Below is C20H28AuN6P2S2 as an isolated structure, with properties calculated with wB97M-V/def2-TZVPD.

Element x y z (Å)
C 0.08611 -2.73203 1.71599
N -5.72765 3.21037 1.52660
H 0.81690 -3.00162 0.95399
C -4.79560 2.80425 0.99212
C -2.50669 3.09115 0.20623
H -3.59125 -5.39361 -0.90585
C 2.21477 0.67179 2.00908
S -3.78277 0.70784 -0.27101
C -2.38421 -1.41257 2.31478
C -3.13202 -4.43732 -1.11672
C -2.59016 -2.68263 -2.66152
C -2.08050 0.44041 -3.32603
H 0.13942 -1.57185 -3.72403
Au -0.32615 0.41921 0.08038
H 4.82799 2.66160 2.43499
H -2.99682 -0.52945 2.14919
H 5.42312 2.38665 0.14386
H -1.80875 0.01186 -4.29100
N -2.70560 5.53567 1.03947
C 2.13214 2.55796 0.50945
C 3.79213 2.42699 2.19337
H 2.58977 0.71232 -1.32702
N 1.86486 1.08509 0.61361
P -1.13289 -0.39980 -2.03485
C 4.46393 0.28969 1.38829
H -1.82375 1.49965 -3.31799
C 4.38637 2.15135 -0.09319
H 2.64924 -0.68324 -0.22136
P -1.12757 -1.57685 1.01654
H 1.05121 -1.44627 -2.20772
H 4.31425 -0.78771 1.47823
H -3.02575 -2.29374 2.31349
C 2.81534 0.39332 -0.30776
H -3.14779 0.34391 -3.14916
H 0.60181 -2.25458 2.54914
N 3.50768 2.87703 0.82686
H 0.91731 -0.03782 -3.28435
H -1.88897 -1.32670 3.28210
H 1.54127 1.19160 2.69227
H 4.18112 2.47223 -1.11544
H 1.46195 3.07478 1.19525
C 0.39517 -0.91151 -2.89299
C -1.92060 -2.49313 -0.34811
C -3.63784 2.25178 0.31273
H 5.50136 0.51716 1.62937
N 3.58774 0.97962 2.34065
H -2.62793 -2.28246 -3.66768
H 3.14222 2.95647 2.89060
C -2.50714 -3.73334 -0.10031
H 2.04915 -0.40440 2.09231
H -2.49045 -4.15864 0.89675
C -1.95578 -1.97209 -1.64327
S -0.95776 2.77939 -0.42028
N 4.19484 0.69749 0.00344
C -3.17627 -3.90996 -2.40075
H -0.40254 -3.63679 2.07870
C -2.63783 4.45002 0.66502
H -3.66562 -4.45416 -3.19724
H 1.90550 2.87561 -0.50919

Values from the calculation:
Total energy = -2721.95433 Eh
Energy above the lowest of the compared OMol25 structures with the same formula, charge and spin = 9.8 kcal per mole
Orbital gap (alpha / beta) = 0.2948 / 0.2260 hartree
LUMO energy (alpha / beta) = -3.0 / -5.4 eV
2S+1 = 3
Net charge = +1

Record 5
Below is C20H28Br2FeN4O9P2S as an isolated structure, with properties calculated with wB97M-V/def2-TZVPD.

Element x y z (Å)
C 4.44956 2.47368 0.03650
H -0.59891 -5.15965 -0.45974
C -2.91101 -0.41244 -0.40827
H -3.77081 4.46340 -2.13087
P 2.76868 0.18183 -0.04999
H 2.30304 -3.10857 -0.22192
O -0.83152 1.46997 1.45406
H 5.30155 1.83883 -0.21677
C -3.24291 0.89030 -0.92113
C 0.41432 -1.44440 -2.35981
O -1.67918 -0.71003 -0.14994
N 0.71149 -2.71520 -2.38654
C -5.60124 0.36932 -0.92231
H -1.58793 0.98921 4.83245
H 0.34612 -0.79671 1.87710
C -3.98923 -1.26444 -0.20579
Br -3.62393 -2.99921 0.46054
C 3.14938 1.92610 -0.52484
H 0.01549 -3.58563 0.10007
H 0.85687 0.99406 5.30569
H -1.27345 -3.17601 -1.90632
H 2.23992 -3.90184 -3.16827
O 1.32857 0.05475 0.34761
H 2.76484 -2.33809 -2.47376
H 1.33972 -1.24839 4.03306
H -6.11039 -1.59169 -0.28029
C -0.34063 -0.88582 2.71631
O 2.20240 4.41024 -0.74478
H 4.38054 2.51777 1.12100
H 3.88975 2.53524 -2.41491
O 1.38203 -4.87852 -0.76971
H -0.21191 -1.18733 4.86083
C 0.07428 -4.33762 -0.69874
C -4.56653 1.30502 -1.16265
C 2.09899 -3.18868 -2.35217
C -0.31990 -3.69130 -2.01487
H -0.93397 -1.78903 2.59877
C -5.31363 -0.88329 -0.45995
H 1.20915 1.20044 3.58355
O 3.68583 0.02004 1.26725
H -1.47159 3.52885 -1.70248
O 1.34726 3.02081 1.22793
C -2.36634 2.93777 -1.55269
P 1.71720 3.08704 -0.31202
H 2.30459 1.99332 -2.42376
C -4.74283 2.63400 -1.61379
H 3.54121 0.86248 -2.25292
C 0.37567 -0.73837 4.05558
Br -7.41096 0.84362 -1.23997
C -3.65681 3.44226 -1.79599
C 2.34321 -3.86479 -1.01625
H -0.96134 2.37968 3.91589
H 4.60534 3.48847 -0.33363
C -0.89033 1.30195 4.05223
O 3.29584 -0.65138 -1.18374
H -5.74250 2.99769 -1.80821
C 0.50979 0.76031 4.29895
S -1.45070 0.54978 2.49566
N 3.24968 1.83770 -2.04287
H 0.66402 2.34317 1.43344
N -2.18041 1.71031 -1.13799
H 3.32068 -4.34462 -1.00119
N 0.09501 -0.33943 -2.25186
H 3.70165 -0.88875 1.58767
O 0.65885 2.39466 -1.16978
H -0.39512 -4.44254 -2.80448
Fe -0.46651 0.80971 -0.61413

Values from the calculation:
Total energy = -9168.03524 Eh
Energy above the lowest of the compared OMol25 structures with the same formula, charge and spin = 0.0 kcal per mole
Orbital gap (alpha / beta) = 0.2792 / 0.2800 hartree
LUMO energy (alpha / beta) = 0.2 / 0.2 eV
Net charge = 0

Record 6
Below is C20H28BrClMnN2O2 as an isolated structure, with properties calculated with wB97M-V/def2-TZVPD.

Element x y z (Å)
H 2.15812 -1.39725 2.83993
H 3.12582 2.84885 2.57363
Cl 2.03552 -0.04595 -0.54757
H -2.77298 -2.96665 -3.49567
C -1.42708 -2.49335 -0.93677
H -0.59658 -3.93305 2.62523
N 0.23712 2.04865 0.84483
H 0.08822 2.55965 3.50953
H -1.98828 -2.23125 -4.87847
H -1.56078 3.34915 -1.57277
C 1.46522 4.00875 0.70323
H -1.96878 2.29175 -4.85747
C -1.61798 -1.19075 -3.04827
C -1.60978 1.23135 -3.03687
N 0.17192 -2.05425 0.86633
C 1.19022 2.86785 1.68153
H 1.57682 4.97545 1.18273
C 0.28052 -3.36815 2.93913
H -2.28388 2.44885 -0.26177
H 1.41242 -5.01545 1.27133
C -1.40298 2.50915 -0.90887
C -1.86688 -2.45375 -3.82137
H -1.04348 -3.16215 -3.73217
H 2.95582 1.72255 1.21373
C -1.30128 -1.19215 -1.68207
O 0.27422 4.05325 -0.13567
C 0.42812 3.38545 2.89613
Br 0.06382 0.01915 3.30793
H 3.00952 -2.92525 2.64313
C -0.32058 -2.82385 -0.02627
H 2.23222 1.34565 2.77523
H -2.33358 -2.44585 -0.32387
C -1.71768 0.02375 -3.70617
H 1.08142 4.02295 3.49163
C -1.01298 0.00815 -1.02587
H -2.75588 3.01665 -3.47097
H 2.88222 -1.79525 1.28273
H 2.31452 3.80255 0.05253
C -1.29368 1.21625 -1.67137
H -1.55718 -3.32665 -1.61487
C 1.08192 -2.89025 1.73413
C 2.36362 -2.20305 2.14363
H -1.93648 0.02955 -4.76667
H -1.54378 0.01855 1.05883
H -0.43798 3.97255 2.59273
C 2.45612 2.14595 2.07803
H 0.90242 -4.01725 3.55543
C -1.85028 2.50345 -3.79787
Mn -0.00118 -0.00035 0.82653
O 0.17962 -4.06845 -0.09507
H -1.02478 3.20795 -3.69887
C -0.26048 2.82535 -0.03887
C 1.34582 -4.05205 0.77713
H -0.04588 -2.52525 3.53613
H 2.21982 -3.88135 0.14923

Values from the calculation:
Total energy = -5224.23544 Eh
Energy above the lowest of the compared OMol25 structures with the same formula, charge and spin = 0.0 kcal per mole
Orbital gap (alpha / beta) = 0.2322 / 0.2670 hartree
LUMO energy (alpha / beta) = 3.0 / 3.0 eV
2S+1 = 5
Net charge = -1

Record 7
Below is C20H28CaClGeNOTe as an isolated structure, with properties calculated with wB97M-V/def2-TZVPD.

Element x y z (Å)
C 1.11608 -1.84963 2.36157
C -4.18367 -0.15588 -0.70954
N 2.07274 -1.22116 1.69119
C 3.65799 -1.38206 -1.71381
C 2.06572 -1.12050 4.43373
H 0.35684 -2.36608 1.78290
H -1.25662 0.47465 -1.93653
H -4.43442 0.90118 -0.69540
H 1.43848 5.51165 1.03827
C -5.19046 -1.09648 -0.56535
H 2.04089 -1.08440 5.51656
C 1.07061 5.14921 0.07255
C -2.84312 -0.51309 -0.87071
H 3.81271 0.12190 4.21121
Ca 1.69711 -0.15785 -0.56224
H 2.33931 1.94291 1.49666
H 0.49019 2.82516 -2.35508
H -1.10822 0.59397 -0.19151
H 1.15638 5.95931 -0.66171
C 3.01703 -0.53789 2.32947
H 3.73250 -0.00610 1.71356
C 1.49681 3.25513 -2.33853
Cl -0.15888 -2.66889 4.61165
C 3.04718 -0.46114 3.71910
H -6.99044 -0.95295 0.62364
C -3.20093 -4.30965 -0.75696
C -6.62692 -0.68449 -0.37241
H 4.28378 4.62995 0.31486
C -4.82745 -2.43580 -0.58649
H 4.89173 -3.21393 -1.82719
H -6.74244 0.39478 -0.48375
C 3.91388 4.27334 -0.65112
H -7.28678 -1.16675 -1.09850
H -2.31756 1.56316 -1.02054
H -2.85877 -4.63318 -1.74360
H 1.46728 4.21108 -2.87075
H 3.12312 -3.48664 -1.64243
H 3.86556 5.12346 -1.34142
H 2.16918 2.58228 -2.87904
H 4.05462 -2.96449 -0.25054
Te -0.47027 -2.48064 -1.18738
H 4.61662 3.53425 -1.04039
C -1.83115 0.58713 -1.01341
C 3.97234 -2.86209 -1.33910
H -2.38802 -4.55446 -0.07192
H 0.01820 4.87991 0.19243
H -5.59212 -3.20088 -0.47163
C 1.81339 1.91139 0.52450
Ge 2.09152 3.47750 -0.44151
H -4.09081 -4.88301 -0.48554
C -3.50344 -2.83757 -0.74477
C 1.09545 -1.82882 3.75268
C -2.49146 -1.87323 -0.89319
O 4.40869 -0.91354 -2.57253

Values from the calculation:
Total energy = -4391.54189 Eh
Energy above the lowest of the compared OMol25 structures with the same formula, charge and spin = 0.0 kcal per mole
Orbital gap = 0.1240 hartree
LUMO energy = 4.1 eV
Net charge = -2

Record 8
Below is C20H28Cl2CrN2O6 as an isolated structure, with properties calculated with wB97M-V/def2-TZVPD.

Element x y z (Å)
H 3.14978 1.93715 0.59362
H -0.08212 2.77827 -0.92156
C 1.14339 -0.96499 -3.11372
H -0.83966 -0.97633 -5.21547
H 1.15968 3.99948 -0.58241
H 1.91425 -1.65018 -2.70873
H -4.65846 -2.58651 -1.19497
O -1.77600 -2.37629 2.84688
C -1.65847 -1.16035 3.66965
H 0.15941 1.61782 2.68768
C -2.32824 0.66933 2.11409
C -1.32090 -2.44345 -0.68283
C 0.90115 2.94569 -0.46564
C -1.05364 -3.15747 0.63989
C 2.11271 2.55636 -2.63951
H -2.63874 -0.98162 4.10470
O 2.70836 0.76141 4.42553
H -3.65296 -3.82091 -0.31542
N -0.55014 -0.93693 1.66044
H -3.04058 -0.00523 1.62531
H 3.66432 3.18669 -0.56051
H -2.84255 1.18272 2.92928
N 1.49488 0.74452 -1.32994
C -2.61772 -1.51527 -2.48660
O 2.28247 1.97287 2.41062
C -0.22307 -1.32720 -2.54632
C -1.44517 -1.06994 -3.15070
O 1.89444 1.34354 -3.44268
C -1.44645 -0.39709 -4.49136
O 4.53604 1.51824 3.06516
H 0.90170 2.69462 0.59936
C 3.27383 2.17112 -0.47074
H -1.75390 -3.97010 0.85291
C -2.56523 -2.21240 -1.25175
H -2.48789 -0.31196 -4.83709
H -1.96406 1.41430 1.39918
C -1.16673 -0.10040 2.70531
H -0.93630 -1.38045 4.46491
H -0.97174 0.60060 -4.40991
C -1.07829 -2.14574 1.74707
H -3.91324 -2.22470 0.42565
H 3.11184 2.90598 -2.89467
O 3.23025 3.09628 4.30774
H -0.01737 -3.55719 0.65665
C 1.55593 0.37873 -2.61391
C -0.23249 -1.75861 -1.21842
H 2.21239 -1.67729 0.25261
Cl 3.21516 1.84217 3.57756
Cl 2.83491 -1.13124 1.26322
H 3.98963 1.49234 -0.94681
C -0.18503 0.83148 3.36331
H 0.68646 0.30130 3.75343
H 1.37999 3.29251 -2.97626
C -3.78458 -2.74017 -0.54849
H -3.57185 -1.38177 -2.97460
H 1.19415 -0.97456 -4.20657
Cr 0.84832 -0.73488 0.04683
C 1.94890 2.13618 -1.19894
H -0.70077 1.29949 4.20790

Values from the calculation:
Total energy = -3304.43464 Eh
Orbital gap (alpha / beta) = 0.2245 / 0.1650 hartree
LUMO energy (alpha / beta) = 2.6 / 2.6 eV
2S+1 = 4
Net charge = -1